Record 1
Density functional theory data (ωB97M-V/def2-TZVPD) for a cluster of 4 separate species, C37H58BFO9 in total at a distorted geometry.

```
106
Properties=species:S:1:pos:R:3:mulliken_charge:R:1
F 4.473 -3.742 -1.671 -0.398
O -4.254 2.337 -6.159 -0.536
O -1.478 2.699 -0.510 -0.681
O 3.479 -1.867 3.176 -0.597
O -4.085 2.499 -0.340 -0.645
O 5.713 0.075 6.562 -0.531
O -1.099 -1.046 -2.946 -0.365
O -3.932 5.510 4.360 -0.574
O -1.810 -1.903 2.194 -0.592
O 5.540 0.131 -0.226 -0.441
C -6.564 2.817 -5.698 -1.465
C 2.483 -1.524 2.336 -0.113
C -3.213 4.485 3.549 -0.103
C 3.124 -3.253 -1.197 0.494
C 2.988 -3.504 0.418 -1.202
C 1.870 -2.556 1.170 0.080
C 6.130 1.197 -0.966 0.419
C 3.019 -1.660 -1.627 -0.282
C 0.014 2.755 2.378 0.873
C -2.429 1.393 1.616 -0.627
C -2.413 0.962 -3.074 -0.579
C -1.578 -0.048 -3.844 0.337
C -4.434 -4.583 -0.446 -0.379
C -3.192 -5.865 1.778 0.452
C -5.759 0.465 -6.051 -1.232
C -1.598 4.433 3.825 -0.464
C -0.398 0.618 -4.532 -1.487
C 0.069 -0.054 2.039 -0.039
C -3.013 -3.880 -0.956 -0.303
C -0.826 1.358 2.005 0.416
C 6.924 2.087 -0.023 -1.201
C 0.387 -2.568 0.844 0.928
C 2.514 1.342 2.745 0.410
C 1.704 -0.044 2.390 0.167
C -0.161 -3.570 -0.353 -0.015
C 4.276 1.018 4.730 -0.772
C 5.750 0.359 5.104 -0.113
C 4.117 1.288 3.087 -0.606
C -1.791 -5.168 1.274 -0.422
C -4.545 -5.546 0.906 -0.479
C -0.607 -1.553 1.728 0.032
C -0.690 4.255 2.433 -0.577
C 1.648 2.738 2.734 -0.982
C 7.015 0.620 -2.060 -1.317
C -1.667 -4.183 -0.072 0.002
C -3.109 -6.808 3.129 -0.933
C -5.417 1.840 -5.501 0.737
B -2.704 2.224 0.184 0.640
H -5.382 -4.329 -1.108 0.253
H 2.305 -3.822 -1.811 0.165
H -2.950 -3.183 -1.923 0.244
H -1.819 1.446 -2.291 -0.008
H -6.640 0.048 -5.553 0.369
H -0.543 -0.609 -2.280 0.235
H 6.257 -0.386 0.179 0.266
H 6.277 2.485 0.766 0.178
H 4.683 0.422 2.540 -0.007
H -1.363 3.545 4.574 0.277
H -6.789 2.948 -6.763 0.353
H -1.697 3.320 -1.267 0.307
H -5.180 1.761 -4.434 0.157
H -1.297 5.419 4.380 0.337
H -3.252 0.467 -2.574 0.261
H -4.919 -0.225 -5.913 0.266
H 4.065 -3.281 0.882 0.264
H 5.983 -0.631 4.519 0.172
H 7.812 0.001 -1.634 0.326
H -3.250 -6.171 4.127 0.247
H -1.981 -7.193 3.180 0.271
H -4.447 1.593 -0.596 0.300
H 2.237 3.725 3.021 0.127
H 0.550 -4.520 -0.476 0.228
H -5.955 0.512 -7.128 0.332
H 4.641 2.297 2.802 0.433
H 0.201 -0.124 -5.072 0.360
H 7.471 1.415 -2.658 0.395
H 6.433 -0.028 -2.724 0.322
H 7.718 1.520 0.475 0.349
H -3.776 -7.769 3.092 0.312
H -1.276 4.543 1.463 0.162
H 3.364 0.347 5.070 0.437
H -6.299 3.806 -5.308 0.353
H 7.377 2.926 -0.560 0.414
H -2.810 1.735 -3.740 0.354
H -7.469 2.471 -5.190 0.368
H -0.733 1.380 -5.242 0.398
H 5.315 1.773 -1.418 0.249
H -0.805 -5.383 1.911 0.098
H 3.306 -1.602 -2.780 0.377
H 4.745 0.057 6.853 0.336
H 0.268 1.089 -3.801 0.319
H 0.175 5.071 2.542 0.349
H -4.817 5.087 4.622 0.357
H -2.203 -0.551 -4.589 0.251
H 4.163 2.092 5.231 0.307
H -3.646 3.439 3.927 0.203
H 1.928 -1.225 -1.534 -0.003
H -3.055 1.907 2.493 -0.051
H -2.914 0.340 1.456 0.302
H 3.765 -1.002 -0.978 -0.117
H 6.592 1.155 4.923 0.243
H -5.566 -6.005 1.262 0.282
H -4.455 2.410 -7.107 0.345
H -3.509 4.547 2.408 0.088
H -0.073 -3.000 -1.398 0.217
H 2.772 -4.641 0.711 0.340
```

- E_tot: -61107.55300 eV
- LUMO: -1.41 eV
- SMILES: Cc1cccc(CC2=C(C[C@@H](C)F)C(=O)c3c(CCCO)cc(CCCO)c(CB(O)O)c3C2=O)c1.CC(C)O.CC(C)O.CC(C)O
- Kohn-Sham gap: 0.2480 hartree

---

Record 2
Density functional theory data (ωB97M-V/def2-TZVPD) for a cluster of 9 separate species, C37H59FINO11 in total at a distorted geometry.

```
110
Properties=species:S:1:pos:R:3:mulliken_charge:R:1
I -2.742 -8.842 5.094 -0.011
F 1.089 -0.563 3.326 -0.247
O -0.107 -2.715 -1.061 -0.561
O 0.822 4.702 -2.158 -0.538
O 4.802 5.889 -4.563 -0.564
O 2.924 2.130 0.277 -0.564
O 4.289 3.592 -9.191 -0.500
O -1.424 -8.967 2.498 -0.424
O -6.412 -2.226 6.103 -0.567
O -3.771 3.619 2.286 -0.567
O -2.370 -1.747 2.306 -0.528
O -1.449 -4.563 7.200 -0.550
O 5.764 2.201 -4.301 -0.606
N -0.359 -2.242 1.223 0.414
C 1.680 5.346 -2.722 0.948
C -2.508 -4.423 9.320 -1.104
C -3.260 -7.498 2.235 -1.245
C -5.629 2.175 1.927 -0.851
C -4.158 2.525 1.950 0.685
C -3.306 -4.709 3.527 -1.843
C 3.743 2.846 -9.971 0.772
C 5.315 5.584 -5.619 0.904
C -1.823 -6.519 0.536 -0.443
C 1.168 2.063 1.885 -1.030
C -0.435 -3.050 0.037 -0.359
C 0.744 2.239 -0.644 -0.749
C 2.324 2.380 -9.755 -1.091
C 3.072 5.448 -2.154 -0.965
C 4.079 1.977 -2.625 -0.549
C -2.555 -5.021 2.273 1.141
C 0.856 -2.485 1.999 -0.701
C -1.111 -4.310 0.467 0.323
C -1.194 -6.485 8.562 -1.038
C 4.449 2.338 -11.204 -1.164
C -6.076 -0.197 7.304 -1.167
C 4.585 2.191 -4.028 0.733
C -1.104 -5.546 -0.095 -1.371
C 3.535 2.407 -5.097 -0.736
C 6.734 5.075 -5.676 -1.301
C -1.628 -2.568 1.849 -0.636
C 0.810 -1.908 3.369 -0.268
C 4.578 5.678 -6.927 -0.802
C -1.690 -5.102 8.255 0.860
C -5.457 -0.457 4.829 -0.909
C -2.336 -8.407 3.006 0.206
C -3.216 1.427 1.522 -0.381
C -1.827 -4.043 1.608 1.178
C 1.404 6.063 -4.020 -0.787
C -6.021 -1.083 6.080 0.674
C 1.730 2.142 0.489 0.978
C -2.526 -6.293 1.688 1.020
H -4.372 -4.799 3.370 0.362
H 2.065 5.685 -4.798 -0.099
H 1.664 -1.995 1.478 0.422
H 4.916 1.846 -1.945 0.342
H -1.921 -4.319 10.234 0.346
H 0.089 1.363 -0.641 0.352
H 2.876 1.539 -5.156 0.518
H -3.578 -8.078 1.384 0.395
H 1.934 2.815 -8.839 0.258
H 3.442 1.093 -2.575 0.390
H 2.936 3.289 -4.860 -0.001
H -2.190 1.787 1.563 0.076
H -0.111 -2.077 3.900 0.205
H -3.403 -5.009 9.535 0.324
H -6.699 0.676 7.104 0.354
H -3.311 0.562 2.179 -0.004
H -2.799 -3.439 8.973 0.278
H 4.515 4.690 -7.395 0.056
H 3.907 2.646 -12.099 0.345
H 5.098 6.355 -7.606 0.434
H 1.581 7.133 -3.900 0.374
H 6.752 4.068 -6.095 0.280
H 3.573 6.055 -6.750 0.253
H 1.593 -2.375 3.952 0.320
H -6.499 -0.753 8.136 0.307
H 0.368 5.900 -4.309 0.355
H -1.827 -7.495 0.092 0.437
H 5.456 2.746 -11.239 0.293
H 3.796 5.034 -2.845 0.071
H -3.119 -3.687 3.799 0.398
H 7.151 5.048 -4.673 0.323
H -6.059 0.409 4.551 0.297
H -0.622 -6.867 7.720 0.250
H -5.075 0.141 7.569 0.329
H 7.340 5.732 -6.302 0.457
H 3.111 4.897 -1.215 0.252
H 4.019 2.553 -6.061 0.102
H -4.079 -7.181 2.857 0.523
H 0.539 1.181 1.977 0.047
H -0.564 -5.734 -1.002 0.517
H 1.697 2.689 -10.593 0.362
H 3.324 6.492 -1.966 0.472
H -0.562 -6.478 9.450 0.348
H 0.574 2.954 2.099 0.385
H -5.823 1.341 2.601 0.000
H 1.283 2.276 -1.583 0.008
H -5.933 1.890 0.919 0.339
H 1.123 -3.541 2.067 0.429
H -2.049 -7.140 8.737 0.289
H 0.146 3.138 -0.548 0.310
H -5.481 -1.182 4.019 0.327
H -6.221 3.031 2.243 0.312
H 3.504 2.845 -2.307 -0.276
H 2.296 1.292 -9.675 0.328
H -4.425 -0.143 4.992 0.361
H 4.505 1.249 -11.180 0.336
H -2.987 -5.339 4.338 0.324
H -3.444 1.125 0.499 0.386
H 1.981 1.995 2.602 0.308
```

- E_tot: -74155.97428 eV
- LUMO: -0.43 eV
- SMILES: Cc1c(CC(=O)I)ccc2c1C(=O)N(CCF)C2=O.CC(C)=O.CC(C)=O.CC(C)=O.CC(C)=O.CC(C)=O.CC(C)=O.CC(C)=O.CC(C)=O
- Kohn-Sham gap: 0.3096 hartree

---

Record 3
Density functional theory data (ωB97M-V/def2-TZVPD) for a structure of composition C37H60N4O19 at a distorted geometry.

```
120
Properties=species:S:1:pos:R:3:mulliken_charge:R:1
O -4.306 -0.220 1.094 -0.523
O -5.293 -2.337 -3.170 -0.408
O -2.686 -1.030 -3.213 -0.450
O 0.737 2.189 7.617 -0.566
O -1.150 2.775 -0.767 -0.963
O -0.447 -7.434 -0.048 -0.595
O 2.056 0.787 5.685 -0.659
O -0.940 2.521 2.432 -0.916
O -3.807 -0.231 5.755 -0.608
O -1.249 -1.056 5.409 -0.710
O 2.931 2.612 2.613 -0.753
O -1.592 -0.652 0.730 1.413
O 4.509 -5.350 -2.810 -0.579
O -2.655 2.843 4.582 -0.540
O -3.069 1.637 -5.730 -0.576
O 0.492 1.049 0.635 -0.391
O -3.638 3.718 -1.635 -0.612
O 1.404 2.135 -1.822 0.703
O -0.468 1.149 -5.075 -0.753
N 3.433 -3.437 -3.261 0.190
N 0.941 3.086 0.707 0.765
N 4.564 1.537 1.414 0.259
N -0.933 -5.261 0.336 0.176
C -4.001 -0.038 3.422 -0.898
C -2.127 -0.751 1.965 0.187
C -5.011 -1.149 -2.474 -0.711
C -1.888 -0.770 4.405 0.947
C 1.896 -0.970 0.834 0.071
C -2.183 -5.577 0.993 -0.791
C -0.554 -3.886 0.143 -0.827
C -1.584 2.517 -2.004 -0.416
C 0.971 5.435 -0.083 -1.859
C 0.601 1.630 3.949 0.812
C -0.850 2.883 6.062 -1.193
C 3.677 1.662 2.426 -0.299
C -2.936 3.001 -2.324 0.451
C -2.616 1.991 -4.527 0.121
C 3.858 -4.684 -3.590 0.052
C 3.871 -2.833 -2.002 -0.794
C 5.180 0.250 1.169 -0.917
C -1.230 1.589 -4.221 1.077
C 1.651 3.505 -1.653 -1.371
C 2.384 1.455 -2.576 -0.927
C 0.771 4.005 -0.501 0.677
C -4.846 -3.517 -2.571 -0.649
C -3.562 -0.987 -2.099 0.347
C -1.356 -1.315 -2.796 -0.165
C -0.541 2.258 3.699 0.404
C -3.283 -0.278 4.512 0.038
C 1.480 0.271 0.009 0.260
C 4.962 2.656 0.581 -0.695
C -3.572 -0.343 2.040 0.077
C 2.491 -2.642 -4.044 -0.759
C -0.825 1.783 -2.850 0.841
C -1.453 2.785 4.737 0.443
C 1.082 1.410 5.344 0.186
C 0.277 2.201 6.352 0.384
C -1.394 -1.002 3.069 -0.090
C -3.427 2.615 -3.646 -0.772
C -0.200 -6.253 -0.221 0.121
H -0.284 3.824 -0.705 0.420
H -0.388 1.920 1.879 -0.239
H 4.667 -0.423 1.853 0.287
H -3.410 -0.003 -1.636 -0.034
H 2.790 -2.556 -5.093 0.430
H 2.701 3.788 -1.536 0.520
H -2.306 1.378 -6.276 0.330
H 1.755 3.224 1.339 0.398
H 1.324 1.436 7.771 0.350
H 0.972 2.095 0.416 -0.965
H 2.708 -1.435 0.275 0.250
H -4.456 2.747 -3.946 0.499
H -1.300 3.527 6.804 0.476
H 3.689 0.828 3.143 0.671
H -1.260 -2.320 -2.372 0.255
H 0.181 3.230 1.375 1.067
H 4.490 3.585 0.900 0.252
H -3.791 -3.678 -2.825 0.152
H 2.235 -0.614 1.808 -0.055
H -5.073 0.056 3.561 0.512
H 1.273 4.086 -2.503 0.440
H -5.555 -1.184 -1.521 0.328
H 1.485 -3.062 -4.047 0.382
H 1.976 0.456 -2.711 0.053
H -2.188 -5.028 1.938 0.284
H 0.797 6.128 -0.909 0.424
H 4.511 2.553 -0.412 -0.003
H 0.531 -3.774 0.064 0.344
H 4.950 -0.046 0.143 0.241
H -0.698 -3.325 1.070 -0.085
H -0.626 2.014 -0.420 0.750
H 0.690 -5.893 -0.757 0.373
H 2.552 1.854 -3.587 0.358
H 4.766 -3.339 -1.642 0.370
H 6.263 0.233 1.292 0.358
H -5.300 -0.280 -3.066 0.373
H 1.074 -0.009 -0.973 -0.251
H 1.980 5.606 0.293 0.363
H 2.391 0.853 -0.209 -0.068
H 3.433 1.445 -2.258 0.274
H 0.227 5.773 0.640 0.395
H -5.130 -3.664 -1.525 0.291
H 3.567 -4.964 -4.610 0.373
H 1.026 -1.614 0.947 -0.982
H 6.043 2.760 0.525 0.447
H -0.661 -1.256 -3.630 0.283
H -2.348 -6.627 1.209 0.329
H -1.131 -0.601 -2.000 -0.185
H -3.089 -0.346 6.396 0.361
H 1.208 1.217 3.154 0.205
H 2.458 -1.599 -3.733 -0.036
H 0.172 1.573 -2.490 0.013
H -0.320 -1.129 2.998 0.475
H -3.060 -5.255 0.424 0.231
H 4.303 -1.840 -2.161 0.301
H -0.772 -0.081 0.751 -0.656
H -5.336 -4.310 -3.146 0.356
H -3.337 -1.705 -1.302 0.142
H 3.068 -2.818 -1.271 0.172
H -0.986 -3.345 -0.700 0.338
```

- E_tot: -84195.55671 eV
- LUMO: -1.46 eV
- Kohn-Sham gap: 0.2849 hartree

---

Record 4
Density functional theory data (ωB97M-V/def2-TZVPD) for a cluster of 9 separate species, C37H61Cl16N5O3PS in total at a distorted geometry.

```
124
Properties=species:S:1:pos:R:3:mulliken_charge:R:1
Cl -8.955 -4.855 -2.142 -0.163
Cl 8.650 1.691 3.966 -0.176
Cl -3.509 -1.292 -3.388 -0.244
Cl -6.110 -0.505 -6.795 -0.145
Cl 5.515 1.880 5.265 -0.019
Cl -7.928 0.495 -0.739 -0.183
Cl -4.718 2.098 -5.090 -0.129
Cl -0.137 0.331 6.910 -0.228
Cl -10.142 -2.866 0.357 -0.201
Cl -8.313 -1.502 -3.502 -0.157
Cl 3.996 -5.309 3.019 -0.155
Cl 7.273 -5.487 2.086 -0.164
Cl -9.495 4.645 -2.998 -0.183
Cl -8.423 1.939 -4.760 -0.070
Cl -4.580 0.246 -0.564 -0.232
Cl -3.020 1.671 8.140 -0.180
S 5.912 -0.232 -4.362 -0.369
P 5.293 1.063 -3.022 0.171
O 3.535 3.199 0.445 -0.572
O 5.031 -2.985 -1.080 -0.491
O 6.077 1.813 1.278 0.004
N 7.746 3.361 0.303 -0.427
N 5.074 1.433 0.334 0.625
N 4.413 4.614 2.280 -0.496
N 3.076 0.709 -1.523 0.246
N 1.266 1.489 3.621 -0.462
C -5.139 -0.621 -3.084 0.228
C 3.249 1.434 2.194 1.051
C 3.872 3.972 1.491 0.642
C 2.076 0.906 4.529 0.368
C 4.421 0.108 -1.613 -1.260
C -10.235 -4.644 0.263 -0.448
C -8.622 4.657 -4.551 -0.394
C 6.447 -6.491 3.308 -0.451
C 4.591 -3.723 0.193 -1.004
C -4.224 1.473 -6.684 -0.539
C -5.401 0.974 -7.488 -0.367
C 7.848 -0.150 -0.028 -1.169
C 6.703 -0.251 -0.733 -1.140
C -0.774 1.971 6.612 -0.322
C -9.022 -5.243 -0.405 -0.476
C 5.540 -2.459 0.152 0.186
C -9.006 3.487 -5.425 -0.619
C 5.011 -6.773 2.936 -0.525
C -0.713 0.866 -0.009 -1.018
C -9.325 0.434 -1.852 0.131
C 5.266 0.083 -0.281 1.466
C 2.100 -0.319 -2.029 -0.374
C 4.828 -1.107 0.671 -0.626
C 6.851 2.802 0.769 0.255
C 7.998 2.988 5.006 -0.463
C 3.691 1.788 0.751 1.242
C -5.077 0.618 -2.234 -0.511
C 2.609 1.079 -0.183 -2.189
C 7.023 2.457 6.030 -0.584
C -9.588 -0.955 -2.383 0.342
C 4.099 0.852 3.189 -0.704
C 3.460 0.571 4.450 -1.602
C -1.494 2.528 7.817 -0.507
C 0.644 0.197 -2.180 -1.633
C 1.849 1.759 2.443 -0.786
C -0.146 -1.599 -0.384 -1.546
C -0.406 -0.241 -1.109 1.754
H -1.423 1.927 5.741 0.322
H 7.534 3.734 4.362 0.291
H -1.821 1.002 0.048 0.177
H 4.319 -0.920 -2.024 0.725
H 4.384 1.936 -3.672 0.164
H 1.576 0.651 5.490 -0.170
H 2.151 0.195 0.309 0.568
H 6.816 -0.749 -1.719 0.291
H 0.309 -1.465 0.626 0.252
H -3.486 0.688 -6.524 0.292
H -8.555 3.599 -6.411 0.298
H 8.847 3.450 5.507 0.391
H -10.084 3.416 -5.549 0.356
H 3.976 0.104 5.290 0.658
H 6.749 3.251 6.724 0.305
H -11.151 -4.906 -0.262 0.312
H -0.309 1.862 -0.284 0.296
H 7.874 0.060 1.054 0.285
H 0.275 -0.146 -3.171 0.444
H -0.411 0.523 1.002 0.144
H 5.020 -4.708 -0.019 0.435
H -5.572 -0.383 -4.053 -0.255
H -9.055 -6.329 -0.323 0.333
H 7.001 -7.427 3.374 0.328
H -1.373 -0.362 -1.647 -0.162
H 1.798 1.827 -0.300 0.833
H 3.510 -3.515 0.269 0.315
H -3.738 2.295 -7.210 0.388
H 6.519 -5.982 4.267 0.308
H 6.444 1.759 -2.529 0.113
H 5.274 2.082 -0.454 0.965
H 7.448 1.635 6.604 0.325
H -1.140 -2.059 -0.185 0.405
H 5.145 0.621 2.972 0.885
H 5.280 -1.046 1.676 0.271
H 2.453 -0.598 -3.048 0.507
H 3.746 -1.310 0.646 -0.021
H 8.816 -0.219 -0.552 0.334
H -5.077 0.726 -8.499 0.354
H -1.748 3.573 7.641 0.328
H -4.382 1.347 -2.641 0.320
H -0.878 2.472 8.713 0.337
H -6.057 1.080 -2.174 0.207
H 0.081 2.603 6.368 0.274
H 1.213 2.241 1.683 0.527
H 4.584 -7.493 3.634 0.362
H 2.246 -1.223 -1.398 0.361
H -8.877 5.590 -5.052 0.336
H 4.931 -7.183 1.931 0.313
H -5.744 -1.396 -2.623 0.375
H -10.522 -0.962 -2.946 0.361
H -10.311 -5.011 1.287 0.323
H -9.135 1.144 -2.659 -0.323
H -9.668 -1.684 -1.575 -0.460
H -6.186 1.725 -7.555 0.184
H 0.435 -2.341 -0.963 0.337
H -8.099 -4.893 0.054 0.308
H -10.192 0.776 -1.287 0.368
H -7.554 4.663 -4.338 0.258
H 6.615 -2.623 0.418 0.510
H 0.652 1.307 -2.233 0.323
```

- E_tot: -273419.49617 eV
- Total charge: +1
- LUMO: -3.18 eV
- Kohn-Sham gap: 0.2867 hartree